i) Formula: C8H12
Source: OMol25
Level of theory: ωB97M-V/def2-TZVPD

XYZ file:
```
20
C8H12, DFT ωB97M-V/def2-TZVPD
H 1.15269 -1.84917 1.79557
C -0.64103 -0.11845 -0.62942
H 2.72431 0.87062 1.59313
H -1.47437 0.57008 -0.75674
C -0.35345 1.33459 2.18405
C 0.55688 0.86995 1.32186
H -1.68073 0.09938 -3.30628
C 1.91905 1.50835 1.23040
C -0.53853 -0.88557 -1.72173
H -1.29947 0.81153 2.28333
C 0.58878 -1.58741 0.92149
C 0.20379 -0.36930 0.56177
H 2.06546 1.74086 0.16735
H -2.51659 -1.05711 -2.27619
H 0.44592 -2.48917 0.32795
H 0.21784 -1.65437 -1.75872
C -1.58953 -0.87631 -2.82898
H -1.47326 -1.64567 -3.58758
H 1.93637 2.43092 1.80687
H -0.24412 2.29625 2.67188
```

Its gap between HOMO and LUMO is 0.359 hartree. As for the HOMO energy: -8.69 eV. The SMILES is C=C(C)C(=C)/C=C/C.

Löwdin population analysis, charges in e, atoms 1 to 4: 0.062 -0.082 0.080 0.119



ii) Formula: C8H12
Source: OMol25
Level of theory: ωB97M-V/def2-TZVPD

XYZ file:
```
20
C8H12, DFT ωB97M-V/def2-TZVPD
H 2.76959 -0.53699 1.46605
H 0.17358 -1.77135 -2.05796
H 1.40402 -1.09189 2.36286
C 0.15983 -0.05478 0.14853
C -0.02716 -1.51148 0.05712
H -0.85160 1.70516 -2.62716
H -0.09067 -2.06890 0.98373
H -1.84830 1.82192 0.82711
H -0.13951 -3.27301 -1.06303
C 1.85933 -0.18177 1.96296
H 0.68436 0.76616 -2.34606
H -2.43844 2.00934 -0.86354
C -0.24204 1.12934 -1.93327
C -1.99588 1.33387 -0.12894
H -2.68854 0.48717 -0.14014
C 0.91940 0.55237 1.07060
H 2.17584 0.40807 2.82235
H 0.91997 1.61926 1.25705
C -0.05136 -2.19290 -1.08757
C -0.69242 0.85040 -0.71071
```

Its gap between HOMO and LUMO is 0.357 hartree. As for the HOMO energy: -8.69 eV. The SMILES is C=C/C(=C\C)C(=C)C.

Löwdin population analysis, charges in e, atoms 1 to 4: 0.083 0.056 0.067 -0.251



iii) Formula: C8H12
Source: OMol25
Level of theory: ωB97M-V/def2-TZVPD

XYZ file:
```
20
C8H12, DFT ωB97M-V/def2-TZVPD
H 1.34479 -2.11362 0.20892
C -1.16703 1.18330 2.00993
H 1.42424 2.07857 1.27269
H 1.81163 2.83112 -0.32280
C -0.08100 -0.00666 0.11357
C 0.73980 1.10384 -0.47689
C -0.91939 0.00612 1.20893
H -1.06726 -2.04316 -2.34233
H -2.17040 1.28604 2.28686
C -1.14253 -1.39896 -1.58706
C 1.31459 2.03538 0.21378
C -0.08813 -1.11189 -0.85667
H 0.91444 0.84052 -1.58000
C 1.27474 -1.86199 -0.85630
H -2.09038 -0.94305 -1.54370
H 2.03479 -1.11338 -0.98822
H -0.83600 2.16519 1.62366
H -0.81341 0.90852 2.95649
H 1.49573 -2.75106 -1.54168
H -1.63441 -0.84048 1.35440
```

Its gap between HOMO and LUMO is 0.349 hartree. As for the HOMO energy: -8.47 eV. The SMILES is C=C/C(=C\C)C(=C)C.

Löwdin population analysis, charges in e, atoms 1 to 4: 0.081 -0.117 0.063 0.058



iv) Formula: C8H12
Source: OMol25
Level of theory: ωB97M-V/def2-TZVPD

XYZ file:
```
20
C8H12, DFT ωB97M-V/def2-TZVPD
H -0.53865 -0.07771 -2.91443
H -0.28262 -1.71089 -2.49335
H -1.66862 2.83605 1.26609
H 1.74622 1.63741 0.82641
H 2.26625 -2.23729 1.14934
C 0.96146 1.60855 1.64889
C -1.39339 1.92224 0.86239
C -0.26369 1.09558 0.86355
C 1.20358 -0.82505 0.02153
H 0.65954 -2.87890 0.21045
H 1.32990 0.75502 2.28630
H -1.88861 -1.40145 -2.84705
H 2.04564 -0.22851 -0.02791
C -0.97951 -0.95304 -2.30566
H -2.14294 1.60619 -0.00953
C 1.46700 -2.10928 0.41204
H -2.16989 -0.80088 -0.41620
C -1.17245 -0.63398 -0.80952
C -0.13800 -0.09083 -0.00876
H 0.95876 2.48679 2.28542
```

Its gap between HOMO and LUMO is 0.280 hartree. As for the HOMO energy: -7.62 eV. The SMILES is C=C/C(=C\C)C(=C)C.

Löwdin population analysis, charges in e, atoms 1 to 4: 0.102 0.025 0.019 0.088



Question: which arrangement is favored energetically? Ranking from most to least stable: ii), i), iii), iv).



i) Formula: C8H12
Source: OMol25
Level of theory: ωB97M-V/def2-TZVPD

XYZ file:
```
20
C8H12, DFT ωB97M-V/def2-TZVPD
H -0.33252 -0.75652 1.16979
C -0.43735 0.25661 -0.82088
C 0.57598 1.88119 1.45752
H -1.40097 1.15519 2.30810
C 1.92157 -3.50171 0.09538
H -1.90990 0.47003 -2.56789
H -1.44681 2.08602 0.79989
H 1.18983 1.15090 -2.06781
H -0.93751 -1.07785 -2.59492
H 2.17964 -4.24980 0.65378
H 0.87393 -2.19922 -1.26951
C 1.31607 -2.88159 -0.71798
H 1.02711 1.32554 2.28311
H 1.16184 1.92486 0.60676
C -0.86109 1.31338 1.36628
C -0.83243 0.00394 0.59356
H -1.86177 -0.32843 0.74980
H 0.52208 2.80190 1.97651
C -0.99656 -0.08988 -2.20605
C 0.24887 0.71545 -1.81542
```

Its gap between HOMO and LUMO is 0.381 hartree. As for the HOMO energy: -9.36 eV. The SMILES is CCCC1=CC1.C#C.

Löwdin population analysis, charges in e, atoms 1 to 4: 0.107 -0.226 -0.089 0.109



ii) Formula: C8H12
Source: OMol25
Level of theory: ωB97M-V/def2-TZVPD

XYZ file:
```
20
C8H12, DFT ωB97M-V/def2-TZVPD
H 2.85610 -1.18717 -0.39511
H 1.86762 0.10852 1.64683
H -2.71574 0.18998 -0.67952
H 0.54590 0.93714 -1.00664
C -1.54095 0.42876 -1.00066
H 0.64319 -1.13370 1.02953
H -2.59924 -0.43850 1.20361
H -1.68892 -1.85969 -0.58083
H -1.36824 1.05094 -2.07735
C 1.93380 0.56893 0.53755
H -1.12356 -0.60097 2.05675
H -1.27102 2.16493 0.63121
C -1.55786 -0.44019 0.96099
C -0.99923 0.98317 0.30327
H 2.09301 -0.10491 -1.43912
H 2.75274 1.23244 0.39499
C 0.55564 -0.85967 -0.11361
C 0.53939 0.72911 -0.00699
C 2.07484 -0.49938 -0.47293
C -1.00427 -0.97057 -0.33834
```

Its gap between HOMO and LUMO is 0.383 hartree. As for the HOMO energy: -9.27 eV.

Löwdin population analysis, charges in e, atoms 1 to 4: 0.086 0.163 0.144 0.074



iii) Formula: C8H12
Source: OMol25
Level of theory: ωB97M-V/def2-TZVPD

XYZ file:
```
20
C8H12, DFT ωB97M-V/def2-TZVPD
C 0.01681 -1.06247 0.17164
C -0.95927 1.23758 -0.04047
C -1.12400 -0.06870 -0.19083
H 1.55290 -2.25150 1.02029
C 1.74225 0.91087 0.28201
H 2.25767 1.09104 1.25698
C 1.30428 -1.95966 -0.03143
H 2.48560 1.25335 -0.42752
H -0.23799 -0.87886 1.26868
C 0.42585 1.91100 -0.05550
C -2.54489 -0.55424 0.10307
H -2.65027 -1.70367 -0.48980
H -2.77297 -0.71580 1.26245
H 0.38092 2.76906 0.58362
H 1.16335 -0.39658 -1.44111
C 1.28813 -0.53688 -0.31640
H -1.72831 1.90954 -0.12329
H 1.45983 -2.72966 -0.86800
H -3.25124 -0.05976 -0.61584
H 0.44550 2.44780 -0.95896
```

Its gap between HOMO and LUMO is 0.346 hartree. As for the HOMO energy: -8.40 eV. The SMILES is CC1=CCC[C@H]2C[C@H]12.

Löwdin population analysis, charges in e, atoms 1 to 4: -0.214 -0.085 -0.307 0.112



Question: which arrangement is favored energetically? Ranking from most to least stable: iii), i), ii).



i) Formula: C7H10N2
Source: OMol25
Level of theory: ωB97M-V/def2-TZVPD

XYZ file:
```
19
C7H10N2, DFT ωB97M-V/def2-TZVPD
H -0.11128 2.50551 -1.84089
N -0.49764 -3.53567 0.85122
H -1.26905 1.29431 1.73652
H 1.58004 2.18265 -1.29099
H -0.24047 3.50141 0.12345
C 0.54032 1.93861 -1.01198
H 1.13802 2.77699 0.92156
C -0.61975 1.32491 0.94482
C 0.29768 2.53138 0.38573
N -0.11001 -2.27116 0.40469
H -1.37841 -3.64221 1.41082
C 0.37678 0.40007 -0.76901
H 0.84608 -1.63731 -1.20253
C -0.29828 0.15464 0.41767
C -0.44935 -1.15569 1.15196
C 0.79689 -0.61270 -1.61890
H -0.62350 -4.26786 -0.02787
H -1.13885 -1.11888 2.02067
H 1.16080 -0.36901 -2.60696
```

Its gap between HOMO and LUMO is 0.302 hartree. As for the HOMO energy: -7.82 eV. The SMILES is C=C1CCC=C1/C=N/N.

Löwdin population analysis, charges in e, atoms 1 to 4: 0.151 -0.065 0.067 0.102



ii) Formula: C7H10N2
Source: OMol25
Level of theory: ωB97M-V/def2-TZVPD

XYZ file:
```
19
C7H10N2, DFT ωB97M-V/def2-TZVPD
H -2.33304 1.27752 0.94847
N 2.68525 -0.71517 -0.88998
H -1.08697 2.90697 0.25821
H -2.06398 -0.42906 0.87292
C -1.79740 0.54540 0.47506
C -0.23353 2.47227 0.75922
H -1.03457 -2.41485 -1.27474
C -0.32095 0.98852 0.49445
C 2.52662 0.40700 -0.38992
C 0.67829 -1.21137 -0.46920
C 0.74281 0.22445 -0.00859
H 0.65390 2.90426 0.64926
H -0.90926 -2.13699 0.50847
H 0.22302 -3.20711 -0.24287
C -0.30939 -2.28916 -0.43097
H -2.16041 0.58397 -0.57434
N 1.71221 -1.64932 -1.04545
H -0.46780 2.81338 1.83504
H 3.49520 -1.07070 -1.47506
```

Its gap between HOMO and LUMO is 0.307 hartree. As for the HOMO energy: -8.38 eV.

Löwdin population analysis, charges in e, atoms 1 to 4: 0.031 -0.149 0.080 0.067



iii) Formula: C7H10N2
Source: OMol25
Level of theory: ωB97M-V/def2-TZVPD

XYZ file:
```
19
C7H10N2, DFT ωB97M-V/def2-TZVPD
C -0.30018 -0.03689 -2.37241
H 2.15634 1.40756 0.63002
C -0.88237 1.47425 0.47472
C 0.43186 -0.06400 -1.36273
H -1.41982 1.72858 1.44465
C -0.75849 -0.35314 -3.63753
H -1.78487 -0.63455 1.67441
N -0.12914 0.31183 0.93326
N 0.92650 -0.09849 -0.11669
H 2.81662 -0.04397 0.95193
H -0.03847 2.07560 0.23106
H -0.24482 -1.58003 1.90039
H 2.73544 0.33498 -0.73950
C -0.82664 -0.91976 1.25533
C 2.22727 0.39893 0.18042
C -1.02609 -0.76074 -4.73304
H -1.10115 -1.41390 0.30012
H -1.46332 1.23172 -0.43750
H -1.50370 -0.99232 -5.68199
```

Its gap between HOMO and LUMO is 0.327 hartree. As for the HOMO energy: -8.13 eV. The SMILES is C#CC#CN(C)N(C)C.

Löwdin population analysis, charges in e, atoms 1 to 4: -0.028 0.091 -0.078 -0.076



iv) Formula: C7H10N2
Source: OMol25
Level of theory: ωB97M-V/def2-TZVPD

XYZ file:
```
19
C7H10N2, DFT ωB97M-V/def2-TZVPD
H 2.53250 -1.73929 -0.32694
C -2.11866 -0.74935 0.59859
H -1.93881 -0.34220 1.62821
N 0.27357 1.89061 -0.41398
C -2.58891 0.29917 -0.37175
H -2.50860 -1.66350 0.44994
H -1.04963 -0.82647 -1.48289
C -1.19460 -0.28205 -0.54232
N -0.28072 1.87603 0.64819
C 1.24707 -0.05113 0.52553
C 2.68444 0.32243 0.16281
C 2.02357 -0.85046 -0.47856
H -3.35199 0.02451 -0.98711
H 1.06809 -0.60244 1.43478
H -2.79235 1.39207 -0.08150
H 3.32849 0.16774 0.91972
H 2.88130 1.19923 -0.29419
C -0.04329 0.54767 0.05859
H 1.82852 -0.61258 -1.44712
```

Its gap between HOMO and LUMO is 0.380 hartree. As for the HOMO energy: -9.29 eV. The SMILES is C1CC1C1(C2CC2)N=N1.

Löwdin population analysis, charges in e, atoms 1 to 4: 0.085 -0.091 0.130 0.136



Question: which arrangement is favored energetically? Ranking from most to least stable: i), iv), ii), iii).



i) Formula: C3H9N2O
Source: OMol25
Level of theory: ωB97M-V/def2-TZVPD

XYZ file:
```
15
C3H9N2O, DFT ωB97M-V/def2-TZVPD
H 0.40941 -2.62994 -0.22009
H -0.46452 1.80580 -0.17798
H 1.05386 2.22487 -1.06429
C 0.65850 1.84369 -0.12235
H -2.15353 0.50681 0.93977
H 0.53474 -1.84930 -1.80786
C 1.30112 0.46946 0.09461
O 1.14671 -0.57077 1.16902
N -1.95581 -0.49874 0.66030
H -2.51807 -1.06869 1.32190
N 0.43213 -1.83813 -0.78382
C 0.73939 -0.81179 -0.02531
H 2.34647 0.42905 -0.31871
H -2.51396 -0.54780 -0.22882
H 0.98356 2.53549 0.56363
```

Its charge is +1. Its gap between HOMO and LUMO is 0.395 hartree. As for the HOMO energy: -14.73 eV.

Löwdin population analysis, charges in e, atoms 1 to 4: 0.126 0.098 0.102 0.016



ii) Formula: C3H9N2O
Source: OMol25
Level of theory: ωB97M-V/def2-TZVPD

XYZ file:
```
15
C3H9N2O, DFT ωB97M-V/def2-TZVPD
H -0.07186 -1.33234 2.31368
H 0.69643 -1.71785 -0.00829
H -1.71041 0.75045 2.19505
N 0.23768 -0.84991 0.37284
N -0.08894 1.00847 -1.49190
H -0.42097 1.49188 1.15588
H 0.36662 0.01469 -0.27990
C -0.20159 -0.58019 1.48816
H 0.32331 1.96107 -1.43629
H -1.10063 1.18914 -1.39025
H 0.12306 0.90473 -2.49788
C 1.11263 -2.17779 -2.16663
O 1.68705 -2.57068 -3.04221
H -0.33693 1.15971 2.84941
C -0.61544 0.74860 1.93833
```

Its charge is +1. Its gap between HOMO and LUMO is 0.429 hartree. As for the HOMO energy: -15.53 eV.

Löwdin population analysis, charges in e, atoms 1 to 4: 0.168 0.096 0.133 0.163



iii) Formula: C3H9N2O
Source: OMol25
Level of theory: ωB97M-V/def2-TZVPD

XYZ file:
```
15
C3H9N2O, DFT ωB97M-V/def2-TZVPD
H 0.94583 1.82705 -0.05206
H 0.14935 -1.16256 -1.72947
H -0.83913 1.92965 -0.41664
H 1.25483 -0.04532 1.56769
N 0.24505 -0.14918 -1.40499
H -0.33280 1.65919 1.18175
C -1.34480 -0.66955 0.11611
C 1.09384 -0.58836 0.68966
N -0.06278 -0.01857 -0.04108
H 1.98904 -0.36521 0.02648
C -0.03483 1.37396 0.19676
H -1.12300 -2.50290 0.61492
H -0.43465 0.43536 -1.95111
O -2.39966 -0.14076 0.23620
H 0.89370 -1.58282 0.96578
```

Its charge is +1. Its gap between HOMO and LUMO is 0.359 hartree. As for the HOMO energy: -15.26 eV.

Löwdin population analysis, charges in e, atoms 1 to 4: 0.144 0.163 0.155 0.092



Question: which arrangement is favored energetically? Ranking from most to least stable: ii), i), iii).



i) Formula: C3H10N3O
Source: OMol25
Level of theory: ωB97M-V/def2-TZVPD

XYZ file:
```
17
C3H10N3O, DFT ωB97M-V/def2-TZVPD
H -1.18804 -1.95012 -0.50199
N -0.02984 -1.49338 1.71726
H -0.28101 -0.65851 -1.33852
C 0.18142 1.61709 -2.53715
H 1.05170 -1.80711 3.59807
H 0.74237 -0.01024 0.55616
H -0.58807 3.46756 -2.48664
H -0.45576 -2.39022 1.72303
H 0.06225 -0.31399 3.42717
H 1.56347 -0.42796 2.58593
N -0.45985 -1.28663 -0.52141
N -0.82675 2.46043 -2.37603
H -1.79027 2.21365 -2.17105
C 0.10417 -0.89455 0.60402
C 0.69999 -1.02164 2.89992
H 1.15359 2.12963 -2.65417
O 0.06061 0.36601 -2.52460
```

Its charge is +1. Its gap between HOMO and LUMO is 0.414 hartree. As for the HOMO energy: -14.12 eV.

Löwdin population analysis, charges in e, atoms 1 to 4: 0.121 0.026 0.056 -0.341



ii) Formula: C3H10N3O
Source: OMol25
Level of theory: ωB97M-V/def2-TZVPD

XYZ file:
```
17
C3H10N3O, DFT ωB97M-V/def2-TZVPD
H -1.76284 -0.89611 -1.17917
O -0.77917 0.98876 -0.74623
C 0.62367 0.55538 -0.34878
N 1.18879 -0.09057 -1.46978
H 1.91165 2.07271 0.03575
N 1.37615 1.27840 0.49744
H -2.19075 -0.28411 1.77992
H -0.50041 -0.86393 2.06563
C -0.63941 -0.06527 0.12384
H 1.47230 1.12980 1.44272
H 2.14082 -0.45190 -1.29026
H 1.30168 0.36026 -2.37752
H -1.19258 -2.08796 -0.20674
H -0.86288 0.87007 2.13531
C -1.10511 -0.09999 1.63171
H -0.00632 -1.15374 -1.38285
N -0.97559 -1.26179 -0.71098
```

Its charge is +1. Its gap between HOMO and LUMO is 0.409 hartree. As for the HOMO energy: -14.17 eV. The SMILES is C[C@@]1([NH3+])OC1(N)N.

Löwdin population analysis, charges in e, atoms 1 to 4: 0.142 0.081 -0.506 0.120



Question: which arrangement is favored energetically? Ranking from most to least stable: i), ii).